# 1
50
Properties=species:S:1:pos:R:3:nbo_charge:R:1 method="wB97M-V/def2-TZVPD" lumo_ev=-9.36 energy_ev=-39847.7065 de_lowest_kj_mol=0.0 charge=+2
Ru -0.3737 0.8897 -0.3401 1.0954
C -1.4924 -3.9063 -2.7572 -0.0476
C -0.3124 -3.1649 -2.6399 -0.1989
C -0.2408 -2.1376 -1.7352 -0.1533
C -1.3470 -1.8839 -0.8807 0.1581
C -2.5595 -2.6145 -1.0443 -0.1554
C -2.6172 -3.6163 -1.9774 -0.2128
N -1.2220 -0.8793 0.0287 -0.2322
C -1.9192 -0.8787 1.1989 0.0484
C -2.3066 -2.0437 1.9077 -0.1313
C -3.0018 -1.9095 3.0822 -0.2066
C -3.3070 -0.6356 3.5776 -0.0527
C -2.8815 0.5247 2.9294 -0.2366
C -2.1830 0.4040 1.7584 0.2587
N -1.6950 1.5670 1.0875 -0.2176
N -2.2260 1.7529 -0.1095 -0.2074
C -1.7248 2.9839 -0.6983 0.3053
C -2.4788 4.0259 -1.1737 -0.2215
C -1.7738 5.0744 -1.7554 -0.0937
C -0.3903 5.0152 -1.8640 -0.2165
C 0.2854 3.9029 -1.3964 0.0879
N -0.3889 2.9079 -0.8142 -0.4633
H -1.5495 -4.6988 -3.4927 0.2523
H 0.5388 -3.3995 -3.2634 0.2548
H 0.6641 -1.5573 -1.6214 0.2535
H -3.4476 -2.3135 -0.5076 0.2476
H -3.5398 -4.1569 -2.1362 0.2587
H -1.9682 -3.0140 1.5712 0.2511
H -3.2755 -2.7869 3.6510 0.2605
H -3.8467 -0.5473 4.5118 0.2552
H -3.0835 1.5052 3.3384 0.2641
H -3.5555 4.0238 -1.0820 0.2650
H -2.3067 5.9377 -2.1308 0.2576
H 0.1632 5.8223 -2.3218 0.2620
H 1.3579 3.7902 -1.4738 0.2398
O 3.1189 -0.0619 2.7632 -0.6410
C 3.8253 -0.2364 1.6241 0.4762
C 5.1557 -0.5861 1.7658 -0.2972
C 5.9502 -0.7764 0.6537 -0.0897
C 5.4518 -0.6256 -0.6447 -0.2463
C 4.1498 -0.2862 -0.8041 -0.1090
C 3.3096 -0.0881 0.3269 -0.3405
C 1.9556 0.2646 0.0946 0.7690
O 1.0712 0.4371 1.0309 -0.5990
O 1.4426 0.4463 -1.0837 -0.6192
H 2.2140 0.2074 2.5831 0.5017
H 5.5440 -0.6987 2.7684 0.2514
H 6.9892 -1.0473 0.7908 0.2406
H 6.0929 -0.7745 -1.5009 0.2423
H 3.7346 -0.1572 -1.7947 0.2321

***

# 2
139
Properties=species:S:1:pos:R:3:lowdin_charge:R:1 method="wB97M-V/def2-TZVPD" lumo_ev=0.24 smiles="CC1(C)CCCC(C)(C)N1O.COC[C@H](C)N.COC[C@H](C)N.COC[C@H](C)N.COC[C@H](C)N.COC[C@H](C)N.NC(N)=O.NC(N)=O.NC(N)=O" energy_ev=-70877.7997 de_lowest_kj_mol=583.4 charge=0
C -3.2985 8.8129 2.6743 -0.0484
C -4.3947 8.0448 3.3798 -0.4815
C -5.5344 9.1172 3.5942 -0.0285
C -4.8643 6.8041 2.4601 -0.1255
C -5.8896 5.8386 3.0334 -0.1578
C -5.2804 5.4482 4.4274 -0.1509
C -4.7412 6.4935 5.4012 -0.4407
C -5.9303 7.2108 6.1437 -0.0136
C -3.6508 5.7702 6.3213 -0.0209
N -3.8817 7.4301 4.6096 -0.1375
O -3.2214 8.3414 5.4516 -0.0357
H -2.6391 8.1263 2.1434 0.0840
H -3.8365 9.4369 1.9606 0.0777
H -2.7703 9.5400 3.2912 0.0842
H -6.3942 8.6344 4.0588 0.0456
H -5.2121 9.8382 4.3455 0.0859
H -5.9006 9.4903 2.6378 0.0815
H -5.2335 7.2853 1.5544 0.1119
H -3.9313 6.2703 2.2793 0.1098
H -6.7575 6.4511 3.2777 0.0922
H -6.2653 5.0242 2.4140 0.1122
H -4.5847 4.6488 4.1721 0.1097
H -6.0902 5.0077 5.0091 0.1117
H -6.8484 7.3313 5.5688 0.0679
H -5.5703 8.2393 6.1698 0.0653
H -6.1140 6.9119 7.1758 0.0792
H -4.1827 5.1807 7.0680 0.0746
H -3.0738 6.4796 6.9145 0.0659
H -2.9233 5.1662 5.7790 0.0786
H -2.3094 8.0447 5.4071 0.1031
C 2.7048 -0.1699 -7.3648 -0.1115
O 3.8715 -0.6768 -6.7467 -0.1964
C 3.7467 -1.8618 -6.0183 -0.1925
C 5.2652 -2.3932 -5.9244 -0.3700
C 5.9269 -2.8535 -7.2749 -0.0612
N 5.2807 -3.5121 -4.9321 0.0184
H 1.9143 -0.0241 -6.6286 0.0768
H 2.2957 -0.8481 -8.1136 0.0862
H 2.7014 0.8638 -7.7105 0.0851
H 3.3722 -1.5564 -5.0412 0.1210
H 3.1513 -2.6995 -6.3812 0.1194
H 5.9345 -1.6000 -5.5914 0.1210
H 6.9938 -2.9228 -7.0627 0.0728
H 5.7347 -2.2907 -8.1883 0.0729
H 5.5982 -3.8772 -7.4544 0.0641
H 4.4848 -4.1323 -4.9763 0.0578
H 5.8782 -4.1194 -5.4747 0.0361
C 7.5092 2.7817 -0.8324 -0.1344
O 8.0140 3.1225 -2.0947 -0.1941
C 8.7512 4.3225 -1.9952 -0.2158
C 9.4328 4.7343 -3.3054 -0.4102
C 10.3581 5.9692 -3.3911 -0.0492
N 8.4072 4.5115 -4.3426 0.0253
H 7.0445 3.4653 -0.1220 0.0913
H 8.1469 2.0742 -0.3024 0.0865
H 6.6580 2.1805 -1.1521 0.0876
H 7.9948 5.0744 -1.7697 0.1291
H 9.5059 4.1158 -1.2364 0.1279
H 10.0762 3.8666 -3.4507 0.1200
H 11.2386 5.8518 -2.7593 0.0696
H 9.9311 6.9509 -3.1864 0.0717
H 10.8924 6.0606 -4.3367 0.0687
H 8.2108 3.5242 -4.2604 0.0596
H 8.5940 4.6751 -5.3216 0.0668
C 3.3579 -9.8207 -2.9317 -0.0629
O 2.3331 -8.8868 -3.4109 -0.2407
C 1.1717 -9.3747 -4.1402 -0.1611
C 0.2084 -8.1598 -4.4854 -0.3769
C -0.4159 -7.2661 -3.3615 -0.0588
N -0.9577 -8.6185 -5.2783 -0.0094
H 4.2808 -9.2965 -2.6836 0.0800
H 3.5123 -10.5213 -3.7523 0.0823
H 2.8995 -10.1463 -1.9979 0.0838
H 1.4103 -9.9472 -5.0366 0.1071
H 0.7458 -10.1335 -3.4839 0.1138
H 0.6799 -7.5504 -5.2564 0.1192
H -1.0424 -7.8484 -2.6857 0.0708
H -1.0997 -6.5800 -3.8612 0.0627
H 0.2352 -6.7144 -2.6833 0.0686
H -0.5666 -9.1191 -6.0635 0.0573
H -1.6604 -7.9642 -5.5915 0.0640
C 3.6666 -5.5623 4.0011 -0.1066
O 3.6647 -5.1343 5.3706 -0.2333
C 4.2539 -3.7914 5.6738 -0.1533
C 4.4198 -3.5045 7.1949 -0.4239
C 4.7460 -2.0781 7.4612 -0.0886
N 5.5580 -4.3095 7.7813 0.0316
H 4.7345 -5.6732 3.8129 0.0767
H 3.2380 -4.8000 3.3505 0.0826
H 3.2904 -6.5851 3.9839 0.0854
H 5.2658 -3.7971 5.2688 0.1174
H 3.5931 -3.0172 5.2840 0.1162
H 3.4783 -3.8746 7.6007 0.1363
H 3.8392 -1.4783 7.3831 0.0811
H 5.5990 -1.6786 6.9126 0.0914
H 4.9828 -2.0503 8.5248 0.0768
H 6.2515 -3.7090 8.2040 0.0501
H 5.1024 -4.7623 8.5606 0.0601
C -8.5740 -5.6967 -3.5822 -0.0962
O -9.4929 -4.7172 -3.0594 -0.1732
C -8.8864 -3.4990 -2.8345 -0.2666
C -9.1768 -3.0529 -1.4770 -0.4495
C -8.7203 -4.0327 -0.2780 -0.0159
N -10.4751 -2.5568 -1.1543 0.0340
H -7.5781 -5.7142 -3.1395 0.0774
H -8.2404 -5.4714 -4.5951 0.0831
H -8.9765 -6.7014 -3.4534 0.0901
H -7.8136 -3.5107 -3.0273 0.1275
H -9.3200 -2.8513 -3.5964 0.1304
H -8.6101 -2.1295 -1.3571 0.1275
H -9.4199 -4.0831 0.5563 0.0659
H -7.8212 -3.7121 0.2482 0.0617
H -8.5818 -5.0197 -0.7194 0.0581
H -10.6667 -1.9265 -1.9199 0.0711
H -11.0741 -3.3606 -1.2775 0.0748
N -0.4329 1.6771 1.0136 0.1477
C -1.0736 1.1409 -0.0664 -0.7466
N -1.5038 -0.1047 -0.0064 0.1559
O -1.1487 1.7575 -1.1107 0.0135
H -0.1625 2.6502 1.0091 0.1067
H -0.1213 1.0754 1.7626 0.0972
H -1.7256 -0.3390 0.9507 0.1066
H -2.1398 -0.2358 -0.7799 0.1190
N -2.4310 -4.6867 5.5949 0.1687
C -2.8189 -3.5299 5.9299 -0.9829
N -3.4679 -3.6324 6.9964 0.1708
O -2.4436 -2.5912 5.4518 0.1459
H -1.7460 -4.5999 4.8577 0.1330
H -2.6617 -5.4407 6.2260 0.1162
H -3.7203 -2.7469 7.4115 0.1311
H -3.3034 -4.4506 7.5653 0.1171
N 2.0412 5.7285 -3.9203 0.1639
C 1.3870 6.7977 -4.1769 -0.7954
N 0.1467 6.6851 -3.7850 0.1548
O 1.8902 7.8340 -4.6194 0.0085
H 1.4950 4.9550 -3.5689 0.1109
H 2.9837 5.6167 -4.2655 0.1303
H -0.5155 7.4211 -3.9845 0.1212
H -0.1719 5.7819 -3.4643 0.1056

***

# 3
19
Properties=species:S:1:pos:R:3:nbo_charge:R:1 method="wB97M-V/def2-TZVPD" lumo_ev=0.74 smiles="C=CC=C(C)C.O" energy_ev=-8462.6250 de_lowest_kj_mol=166.8 charge=0
C 1.5659 -0.7061 -2.2943 -0.3969
C 0.5388 -0.9790 -1.4872 -0.2006
C 0.3823 -0.4807 -0.1265 -0.2573
C -0.6936 -0.6140 0.6547 0.0554
C -2.1076 -0.7901 0.1723 -0.6631
C -0.5747 -0.2994 2.1558 -0.6376
H 2.2858 -0.0388 -1.8276 0.1950
H 1.5536 -0.9010 -3.3526 0.2078
H -0.3281 -1.5906 -1.7412 0.1911
H 1.2713 -0.0415 0.3316 0.2016
H -2.4384 0.0858 -0.3922 0.2238
H -2.2462 -1.6857 -0.4376 0.2239
H -2.7894 -0.8329 1.0219 0.2121
H -1.3529 0.4260 2.3861 0.2059
H -0.8197 -1.2019 2.7205 0.2188
H 0.4670 -0.0386 2.3081 0.2179
O 1.0651 2.9322 0.4518 -0.9393
H 0.4732 2.6241 1.1558 0.4701
H 0.5039 3.0849 -0.3144 0.4713

***

# 4
110
Properties=species:S:1:pos:R:3:lowdin_charge:R:1 method="wB97M-V/def2-TZVPD" lumo_ev=-1.00 smiles="CCCO[C@@]1(CC(=O)Cl)OS(=O)(=O)[C@@H](CCCSC(=S)n2ccnc2)[C@](Cl)(OC[C@@H](C)O)[C@@H]1S.c1ccccc1.c1ccccc1.c1ccccc1.c1ccccc1" energy_ev=-131131.5149 charge=0
C -1.2634 -2.5562 2.0044 -0.0822
C -2.7859 -2.6829 1.8121 -0.1848
C -3.5981 -1.4115 2.0290 -0.1736
O -3.9224 -0.7222 0.8048 -0.0819
C -3.3475 0.4955 0.5637 -0.5003
C -3.6182 1.5377 1.6665 -0.0716
C -4.7445 1.3668 2.6759 -0.7670
O -4.6172 1.7797 3.7954 0.0523
Cl -6.2783 0.6357 2.2194 0.7171
O -1.8718 0.3936 0.6334 -0.1669
S -1.0925 -0.2504 -0.5690 0.6290
O -1.7138 -1.4700 -0.9829 -0.2117
O 0.2831 -0.2391 -0.1788 -0.2846
C -1.3552 0.9629 -1.8566 -0.2795
C -1.2767 0.2595 -3.2248 -0.2012
C -0.0042 -0.5903 -3.4220 -0.2284
C 1.0699 0.2561 -4.1194 -0.4670
S 2.7611 -0.3284 -3.8163 0.8996
C 2.9383 0.0284 -2.0848 -1.0394
S 2.9937 -1.1775 -1.0169 0.7906
N 3.0725 1.3682 -1.7006 -0.1126
C 3.4868 1.8100 -0.4549 -0.0875
C 3.4540 3.1502 -0.5131 -0.1510
N 3.0341 3.5870 -1.7548 0.0776
C 2.8302 2.5091 -2.4347 -0.1890
C -2.6682 1.7549 -1.5532 -0.7540
Cl -3.2839 2.4075 -3.1304 0.7836
O -2.4118 2.7871 -0.6724 -0.1490
C -1.6750 3.9242 -1.1171 -0.1513
C -1.0317 4.5401 0.1214 -0.4003
C 0.1758 3.7388 0.5940 -0.0143
O -0.7417 5.9086 -0.0925 -0.0147
C -3.7551 0.8811 -0.8890 -0.4981
S -5.4053 1.6265 -0.9384 0.8238
H -0.7319 -2.7826 1.0807 0.0677
H -0.9093 -3.2712 2.7461 0.0282
H -0.9765 -1.5473 2.2997 0.0756
H -3.0420 -3.0778 0.8299 0.1132
H -3.1636 -3.3910 2.5525 0.1094
H -3.1083 -0.7452 2.7440 0.1298
H -4.5638 -1.6744 2.4623 0.1106
H -2.7377 1.5630 2.3071 0.1399
H -3.7058 2.5360 1.2443 0.1161
H -0.5277 1.6682 -1.7645 0.1239
H -1.2581 1.0514 -3.9703 0.0851
H -2.1716 -0.3426 -3.3722 0.1190
H 0.3925 -0.9923 -2.4955 0.0599
H -0.2464 -1.4430 -4.0559 0.1231
H 0.9688 1.2912 -3.8030 0.0500
H 0.9464 0.2335 -5.2020 0.0854
H 3.7551 1.1425 0.3428 0.0989
H 3.7217 3.8366 0.2729 0.1072
H 2.5419 2.5023 -3.4693 0.1092
H -0.8995 3.6277 -1.8313 0.1234
H -2.3397 4.6504 -1.5881 0.1289
H -1.7967 4.5158 0.9016 0.1481
H 0.7842 4.3200 1.2814 0.0897
H 0.7858 3.4141 -0.2545 0.0570
H -0.1652 2.8279 1.0916 0.0831
H -0.1978 6.0070 -0.8814 0.0994
H -3.8807 -0.0399 -1.4571 0.1199
H -5.0386 2.8524 -0.5490 -0.0957
C -5.4504 6.2266 -4.8042 -0.0941
C -6.5425 7.0756 -4.9163 -0.0975
C -7.7372 6.7559 -4.2859 -0.0971
C -7.8405 5.5863 -3.5459 -0.0938
C -6.7492 4.7355 -3.4373 -0.0919
C -5.5536 5.0562 -4.0646 -0.1027
H -4.5175 6.4780 -5.2926 0.0997
H -6.4631 7.9866 -5.4952 0.0998
H -8.5886 7.4185 -4.3724 0.1000
H -8.7724 5.3368 -3.0549 0.1006
H -6.8296 3.8177 -2.8679 0.0818
H -4.7053 4.3912 -3.9727 0.0314
C 8.8596 -1.1204 1.5149 -0.0965
C 9.4276 0.1276 1.2975 -0.0987
C 8.7104 1.1112 0.6309 -0.0975
C 7.4246 0.8461 0.1799 -0.0952
C 6.8594 -0.4033 0.3942 -0.0950
C 7.5751 -1.3871 1.0620 -0.0906
H 9.4186 -1.8858 2.0375 0.0998
H 10.4309 0.3334 1.6475 0.0992
H 9.1534 2.0843 0.4626 0.0994
H 6.8627 1.6129 -0.3392 0.0943
H 5.8584 -0.6106 0.0401 0.0658
H 7.1317 -2.3607 1.2277 0.1007
C 4.2145 -6.5016 -0.8205 -0.0951
C 3.7467 -5.1961 -0.7588 -0.0924
C 3.5511 -4.5898 0.4737 -0.1042
C 3.8195 -5.2862 1.6434 -0.1012
C 4.2785 -6.5947 1.5819 -0.0992
C 4.4785 -7.2013 0.3493 -0.0982
H 4.3721 -6.9749 -1.7810 0.0999
H 3.5340 -4.6486 -1.6683 0.0963
H 3.1868 -3.5731 0.5219 0.0513
H 3.6657 -4.8099 2.6038 0.0985
H 4.4806 -7.1412 2.4943 0.0997
H 4.8390 -8.2207 0.3003 0.0992
C 0.2705 -4.3603 4.5058 -0.1178
C -0.3913 -3.9359 5.6497 -0.0917
C -0.8437 -4.8667 6.5747 -0.0959
C -0.6351 -6.2213 6.3551 -0.0971
C 0.0226 -6.6458 5.2089 -0.0941
C 0.4754 -5.7153 4.2840 -0.0872
H 0.6276 -3.6345 3.7858 0.0888
H -0.5541 -2.8795 5.8205 0.1029
H -1.3582 -4.5362 7.4677 0.1000
H -0.9859 -6.9467 7.0778 0.0997
H 0.1819 -7.7023 5.0357 0.1005
H 0.9884 -6.0432 3.3883 0.0976

***

# 5
8
Properties=species:S:1:pos:R:3:nbo_charge:R:1 method="wB97M-V/def2-TZVPD" lumo_ev=0.88 smiles="C#CC(N)=O" energy_ev=-6694.8257 de_lowest_kj_mol=160.8 charge=0
C -1.3176 1.1250 -1.0039 -0.1958
C -0.4272 0.6848 -0.3367 -0.1500
C 0.4967 0.0831 0.7203 0.6362
N 0.6951 -1.2151 0.2921 -0.8256
O 0.9619 0.6990 1.6612 -0.5480
H -1.9085 1.8499 -1.5813 0.2508
H -0.0265 -1.3935 -0.3247 0.4039
H 1.5261 -1.8331 0.5730 0.4284

***

# 6
18
Properties=species:S:1:pos:R:3:nbo_charge:R:1 method="wB97M-V/def2-TZVPD" lumo_ev=0.79 energy_ev=-9357.2073 de_lowest_kj_mol=697.6 charge=0
H -1.1449 2.7061 -0.1722 0.3217
N -0.4418 1.9679 0.3689 -0.6531
C -0.2795 1.0664 -0.5573 0.4458
C -0.7566 1.1392 -2.0254 -0.6845
N 0.4337 -0.0921 -0.0037 -0.5005
C 0.2798 -0.3263 1.4957 0.0105
C -0.1741 0.1205 2.6470 -0.4893
C 0.7311 -1.0964 -0.8892 -0.0457
C 0.3934 -2.3828 -0.3585 -0.4864
H -1.7100 0.3062 -2.1622 0.2605
H -0.8614 2.1515 -2.1908 0.2281
H 0.1336 1.0960 -2.5030 0.2284
H 0.9076 -1.2196 1.6840 0.1856
H -0.2936 1.2772 2.8030 0.2495
H 0.4079 -0.5272 3.3497 0.2184
H 1.6454 -0.5183 -1.5933 0.2371
H 1.0591 -3.3664 -0.5968 0.2297
H -0.3296 -2.3021 0.7041 0.2441

***

Number 1: F_max 0.02342 hartree/bohr. Number 2: F_max 0.24663 hartree/bohr. Number 3: F_max 0.03655 hartree/bohr. Number 4: F_max 0.02207 hartree/bohr. Number 5: F_max 0.08047 hartree/bohr. Number 6: F_max 0.11330 hartree/bohr.